Below is CH3IOS2 in the gas phase in a non-equilibrium geometry, with properties calculated with ωB97M-V with the def2-TZVPD basis set.

Last columns: bonded neighbours and bond lengths (Å).
Element x y z (Å)
1 C 0.946 -0.939 -0.262  O2 1.424, H6 1.060, H7 1.123, H8 1.074
2 O -0.424 -0.588 -0.099  C1 1.424, S3 1.632
3 S -1.060 0.536 -1.097  O2 1.632, S4 2.276
4 S -0.785 2.218 0.410  S3 2.276, I5 2.342
5 I -2.599 1.851 1.843  S4 2.342
6 H 1.653 -0.149 -0.263  C1 1.060
7 H 1.114 -1.517 -1.210  C1 1.123
8 H 1.155 -1.412 0.679  C1 1.074

Properties
Total charge ... 0
Kohn-Sham gap ... 8.227 eV
Electronic energy ... -32903.0452 eV
SMILES string ... COSSI
Energy above the lowest of the compared OMol25 structures with the same formula, charge and spin ... 17.85 kcal/mol

***

Below is CH3IOS2 in the gas phase in a non-equilibrium geometry, with properties calculated with ωB97M-V with the def2-TZVPD basis set.

Last columns: bonded neighbours and bond lengths (Å).
Element x y z (Å)
1 C -0.883 0.966 0.186  S3 1.760, H6 1.100, H7 1.103, H8 1.113
2 O 1.777 -0.809 -0.296  S4 1.523, I5 2.326
3 S -0.835 -0.406 1.289  C1 1.760, S4 2.559
4 S 1.620 -1.121 1.186  O2 1.523, S3 2.559
5 I 0.762 -2.124 -1.925  O2 2.326
6 H -0.088 1.693 0.409  C1 1.100
7 H -1.860 1.361 -0.136  C1 1.103
8 H -0.493 0.439 -0.713  C1 1.113

Properties
Total charge ... 0
Kohn-Sham gap (spin up / spin down) ... 6.700 / 6.934 eV
Electronic energy ... -32901.0869 eV
SMILES string ... CSSOI
Energy above the lowest of the compared OMol25 structures with the same formula, charge and spin ... 63.01 kcal/mol

***

Below is 2 unconnected molecules or ions with the total composition CH3IOS2 in a non-equilibrium geometry, with properties calculated with ωB97M-V with the def2-TZVPD basis set.

Last columns: bonded neighbours and bond lengths (Å).
Element x y z (Å)
1 C -1.066 0.499 -1.013  S4 1.633, H6 1.078, H7 1.121
2 O 1.502 -0.415 1.062  I5 2.017, H8 0.995
3 S -1.664 -2.126 0.297  S4 1.920
4 S -2.080 -0.274 0.008  C1 1.633, S3 1.920
5 I 2.089 1.492 1.360  O2 2.017
6 H -0.996 1.575 -0.990  C1 1.078
7 H -0.117 0.018 -1.367  C1 1.121
8 H 2.332 -0.769 0.642  O2 0.995

Properties
Total charge ... 0
Kohn-Sham gap ... 7.558 eV
Electronic energy ... -32901.7090 eV
Energy above the lowest of the compared OMol25 structures with the same formula, charge and spin ... 48.67 kcal/mol

***

Below is a gas-phase ion, CH3N (charge -1), with properties calculated with ωB97M-V with the def2-TZVPD basis set.

Last columns: bonded neighbours and bond lengths (Å).
Element x y z (Å)
1 C -0.433 -0.025 0.159  N2 1.367, H3 1.090, H4 1.092
2 N 0.570 0.449 -0.639  C1 1.367, H5 1.017
3 H -1.447 0.116 -0.218  C1 1.090
4 H -0.158 -0.628 1.026  C1 1.092
5 H 1.468 0.088 -0.329  N2 1.017

Properties
2S+1 ... 2
Total charge ... -1
Kohn-Sham gap (spin up / spin down) ... 4.464 / 8.313 eV
Electronic energy ... -2573.2087 eV
⟨S²⟩ ... 0.754
Energy above the lowest of the compared OMol25 structures with the same formula, charge and spin ... 0.00 kcal/mol

***

Among the records above, which one has the lowest electronic energy? number 1

***

Number 3 is which compound? CH3IOS2